[1]
{
  "formula": "Cl2F2Zn",
  "method": "ωB97M-V/def2-TZVPD",
  "elements": ["Zn", "F", "F", "Cl", "Cl"],
  "positions_angstrom": [[-0.11743, -0.04962, -0.19895], [1.70016, 0.54082, -0.41882], [-0.56910, 1.63786, 1.45598], [-0.24187, -1.58917, 1.56871], [-0.77176, -0.53989, -2.40692]],
  "forces_ev_per_angstrom": [[1.0, 1.0, 1.4], [-0.3, -0.2, -0.2], [-0.2, -0.6, -1.2], [-0.2, -0.3, -0.4], [-0.2, 0.1, 0.4]],
  "spin_multiplicity": 1,
  "homo_energy_ev": -1.439,
  "charge": -2
}

***

[2]
{
  "formula": "Cl2FH2P2",
  "method": "ωB97M-V/def2-TZVPD",
  "elements": ["F", "P", "P", "Cl", "Cl", "H", "H"],
  "positions_angstrom": [[2.03177, -1.97823, -0.88579], [0.78435, 0.23787, -0.15388], [1.64025, -1.53033, 0.60572], [4.22685, -0.25314, 0.57064], [5.56473, 0.84837, -0.45699], [-0.41812, 0.67129, 0.70068], [0.14785, 0.08448, -1.36437]],
  "forces_ev_per_angstrom": [[-0.1, -0.4, 1.4], [-2.1, 1.1, 2.4], [0.0, 0.5, -2.4], [0.7, 0.2, 0.2], [-0.5, -0.3, 0.1], [1.9, -0.7, -0.9], [0.1, -0.5, -0.7]],
  "spin_multiplicity": 1,
  "homo_energy_ev": -14.781,
  "charge": 1
}

***

[3]
{
  "formula": "Cl2H2NO2P",
  "method": "ωB97M-V/def2-TZVPD",
  "elements": ["N", "O", "O", "P", "Cl", "Cl", "H", "H"],
  "positions_angstrom": [[0.38213, -0.67571, 1.02370], [-1.20369, 1.75344, -0.33302], [0.55623, -0.81712, -1.34147], [-0.63246, -0.86640, -0.23238], [-0.54029, 2.24657, 1.06765], [0.15163, -0.90980, -2.99025], [1.28309, -0.24242, 0.86503], [0.00337, -0.48858, 1.94074]],
  "forces_ev_per_angstrom": [[-0.2, -0.1, -0.2], [0.2, -2.2, -0.4], [0.2, 0.0, -0.6], [-0.4, 2.0, -0.1], [0.3, 0.3, 0.5], [-0.1, 0.0, 0.7], [0.1, 0.1, 0.0], [-0.1, 0.0, 0.0]],
  "spin_multiplicity": 1,
  "homo_energy_ev": -8.227,
  "charge": 0
}

***

[4]
{
  "formula": "Cl2H2NOP",
  "method": "ωB97M-V/def2-TZVPD",
  "elements": ["N", "O", "P", "Cl", "Cl", "H", "H"],
  "positions_angstrom": [[1.85820, -0.45815, -0.61104], [-1.07083, 0.13769, 1.86410], [-0.89033, -0.02195, 0.42451], [-1.59342, 1.61074, -0.48176], [-2.01528, -1.47445, -0.20694], [1.70407, 0.27038, -1.29638], [2.00760, -0.06427, 0.30751]],
  "forces_ev_per_angstrom": [[-2.8, -0.9, 0.7], [0.8, -0.1, 0.4], [1.7, 0.4, 0.2], [0.2, 0.3, -0.6], [-0.5, -1.2, -0.9], [0.1, 0.7, 0.1], [0.4, 0.7, 0.2]],
  "spin_multiplicity": 1,
  "homo_energy_ev": -9.785,
  "charge": 0
}

***

[5]
{
  "formula": "Cl2H2NPS",
  "method": "ωB97M-V/def2-TZVPD",
  "elements": ["N", "P", "S", "Cl", "Cl", "H", "H"],
  "positions_angstrom": [[0.07115, -0.59416, 0.19933], [2.39087, 0.22182, 0.20325], [3.06631, 1.24884, -1.26574], [2.65321, 1.19650, 2.03757], [3.29742, -1.50131, 0.50026], [0.00151, -0.84918, -0.76773], [-0.23816, 0.34474, 0.45667]],
  "forces_ev_per_angstrom": [[3.8, 1.0, 1.9], [-2.4, 0.3, 0.0], [-0.5, -0.3, 0.4], [-0.5, -0.7, -0.9], [0.2, -0.7, 0.2], [-0.2, 0.6, -0.8], [-0.4, -0.2, -0.8]],
  "spin_multiplicity": 1,
  "homo_energy_ev": -9.621,
  "charge": 0
}

***

[6]
{
  "formula": "Cl2H3N2P",
  "method": "ωB97M-V/def2-TZVPD",
  "elements": ["N", "N", "P", "Cl", "Cl", "H", "H", "H"],
  "positions_angstrom": [[-0.51035, -0.02364, 1.58383], [-0.79795, -0.03536, -1.04426], [0.25707, 0.06487, 0.18296], [1.32262, 1.76475, -0.12612], [1.68236, -1.29563, -0.26229], [0.24322, 0.24102, 2.16077], [-1.65553, -0.02307, -0.59701], [-0.54143, -0.69294, -1.89787]],
  "forces_ev_per_angstrom": [[-4.5, -0.3, 2.1], [1.9, -1.7, -2.5], [2.8, 0.3, -2.3], [0.8, 3.3, -0.5], [2.0, -3.3, -1.1], [1.1, 0.3, 1.8], [-2.9, -0.5, -0.2], [-1.2, 2.0, 2.7]],
  "spin_multiplicity": 3,
  "homo_energy_ev": [-4.530, -10.724],
  "charge": 0
}